[1]
Molecular formula: C42H35IrN3O2
Method: DFT, wB97M-V/def2-TZVPD

Highest occupied orbital energy (alpha / beta)   -8.43 / -11.16 eV
Energy above the lowest of the compared OMol25 structures with the same formula, charge and spin   0.915 eV

```
! wB97M-V def2-TZVPD RIJCOSX def2/J DEFGRID3
* xyz 1 5
Ir -0.81622 -0.33291 0.19270
O -1.53045 0.24305 -1.45901
O -0.49050 -0.91036 1.95355
N -1.23858 -2.40807 -0.48508
N 0.02350 1.59948 0.65494
N 1.16242 -0.95169 -0.82516
C 0.66577 3.76438 -0.12896
C 2.14944 -2.70861 -2.14705
C -3.66763 4.57017 -1.41946
C -0.16814 -4.23511 -1.74214
C 1.11129 3.14142 2.11997
C 3.35254 -0.65951 -1.69803
C 1.78374 -2.35682 1.74796
C 0.50038 -0.54400 2.83160
C 1.06475 -2.17736 -1.38312
C 1.00569 -2.35539 6.15701
C -3.08106 2.19637 -0.12643
C -1.23129 0.83094 -5.79615
C -1.87133 1.26129 -3.51645
C 3.28955 -1.90080 -2.32316
C 4.09738 -2.21483 1.17223
C 0.88936 -4.75885 -2.46113
C -3.86689 3.14789 0.49962
C 0.52364 1.91162 1.87910
C 4.14158 -0.93479 1.69678
C 0.24297 -1.19002 4.20280
C 0.41146 0.99252 3.06831
C -2.56012 2.44044 -1.38753
C 1.26601 -1.79168 4.91996
C 1.16454 4.10261 1.12058
C -4.14296 4.34507 -0.13866
C 2.03116 -4.00464 -2.67397
C -1.04132 -1.16357 4.73045
C -1.29406 -1.71760 5.97294
C -0.15232 2.13376 -1.78890
C 3.00406 -0.34918 2.23205
C -0.09511 -2.94451 -1.21185
C -2.55154 0.60727 -6.14112
C -3.19653 1.01833 -3.86700
C 2.28264 -0.22426 -0.95101
C -2.87726 3.62393 -2.04509
C -3.53345 0.70075 -5.17014
C 1.81547 -1.06153 2.26071
C -0.88931 1.14878 -4.49119
C 2.91143 -2.92986 1.19714
C -1.55427 1.48369 -2.02924
C -0.26860 -2.30779 6.69183
C 0.14852 2.50424 -0.36000
H -1.84801 -0.71879 4.16396
H 1.50703 3.35236 3.09947
H -2.50476 3.80200 -3.04351
H 0.15107 1.30573 -4.24977
H -3.96899 1.07736 -3.11331
H -1.46683 -3.02773 0.29347
H -4.72718 5.10235 0.36039
H 5.06995 -0.38301 1.68988
H 2.26719 -1.82801 4.51872
H 2.85517 -4.40505 -3.24240
H -0.06612 3.02502 -2.41197
H 4.10571 -2.25436 -2.93153
H -0.56750 1.17198 3.52749
H -0.46118 -2.72932 7.66630
H 2.31083 0.71650 -0.42656
H 0.70947 4.47162 -0.94007
H 1.59854 5.06905 1.30494
H 0.82315 -5.75723 -2.86327
H -2.04668 -2.40018 -1.10940
H -2.86983 1.25166 0.37353
H -4.25410 2.96124 1.48909
H 2.86491 -3.92832 0.78890
H 0.58819 1.39424 -2.11144
H -4.56515 0.51758 -5.42608
H 4.98572 -2.66160 0.75456
H -0.45737 0.74705 -6.54338
H -2.81268 0.35961 -7.15785
H -1.06054 -4.82150 -1.58522
H 3.05570 0.65384 2.62834
H 0.85740 -2.91212 1.78986
H 4.22908 -0.04001 -1.78805
H -3.89839 5.49262 -1.92880
H -2.29276 -1.68596 6.38016
H 1.80824 -2.83055 6.69812
H 1.16037 1.27771 3.81021
*
```

List of Löwdin charges in e, atom by atom: atom 1 (Ir): 1.60, atom 2 (O): -0.30, atom 3 (O): -0.33, atom 4 (N): -0.03, atom 5 (N): 0.02, atom 6 (N): 0.04, atom 7 (C): 0.00, atom 8 (C): -0.15, atom 9 (C): -0.06, atom 10 (C): 0.00, atom 11 (C): -0.01, atom 12 (C): -0.03, atom 13 (C): -0.04, atom 14 (C): -0.48, atom 15 (C): -0.19, atom 16 (C): -0.07, atom 17 (C): -0.05, atom 18 (C): -0.07, atom 19 (C): -0.15, atom 20 (C): 0.04, atom 21 (C): -0.08, atom 22 (C): -0.05, atom 23 (C): -0.07, atom 24 (C): -0.23, atom 25 (C): -0.07, atom 26 (C): -0.15, atom 27 (C): -0.04, atom 28 (C): -0.18, atom 29 (C): -0.02, atom 30 (C): -0.01, atom 31 (C): -0.08, atom 32 (C): 0.00, atom 33 (C): -0.03, atom 34 (C): -0.07, atom 35 (C): -0.05, atom 36 (C): -0.03, atom 37 (C): -0.21, atom 38 (C): -0.08, atom 39 (C): -0.02, atom 40 (C): -0.11, atom 41 (C): -0.03, atom 42 (C): -0.07, atom 43 (C): -0.19, atom 44 (C): -0.03, atom 45 (C): -0.06, atom 46 (C): -0.48, atom 47 (C): -0.08, atom 48 (C): -0.24, atom 49 (H): 0.12, atom 50 (H): 0.12, atom 51 (H): 0.13, atom 52 (H): 0.11, atom 53 (H): 0.13, atom 54 (H): 0.11, atom 55 (H): 0.11, atom 56 (H): 0.11, atom 57 (H): 0.11, atom 58 (H): 0.12, atom 59 (H): 0.13, atom 60 (H): 0.13, atom 61 (H): 0.14, atom 62 (H): 0.11, atom 63 (H): 0.12, atom 64 (H): 0.12, atom 65 (H): 0.12, atom 66 (H): 0.12, atom 67 (H): 0.11, atom 68 (H): 0.07, atom 69 (H): 0.11, atom 70 (H): 0.11, atom 71 (H): 0.10, atom 72 (H): 0.11, atom 73 (H): 0.11, atom 74 (H): 0.10, atom 75 (H): 0.11, atom 76 (H): 0.12, atom 77 (H): 0.12, atom 78 (H): 0.13, atom 79 (H): 0.12, atom 80 (H): 0.11, atom 81 (H): 0.11, atom 82 (H): 0.11, atom 83 (H): 0.13

---

[2]
Molecular formula: C54H37N8O2OsS
Method: DFT, wB97M-V/def2-TZVPD

Highest occupied orbital energy (alpha / beta)   -8.81 / -8.82 eV

```
! wB97M-V def2-TZVPD RIJCOSX def2/J DEFGRID3
* xyz 1 5
Os -0.42161 0.38114 0.39595
S 2.04748 -2.59650 -0.68860
O 1.01310 -3.56234 -0.91434
O 2.92906 -2.79009 0.42793
N -1.63314 0.69070 -1.22085
N -0.36730 2.44430 0.67057
N 0.31171 0.17571 2.28702
N 3.52669 -0.39524 -1.41667
N 5.05256 -3.32895 -5.66856
N -1.19036 -1.53284 0.53472
N 1.40538 -1.09296 -0.68912
N 1.86918 1.12506 -0.67225
C -4.71634 -2.10024 -2.52583
C -3.37208 -2.45306 -2.39939
C 0.64947 2.54362 2.92136
C -0.48358 -4.33751 5.71833
C -0.64638 -3.32937 4.78125
C 0.93249 3.42232 4.09045
C -1.99508 -2.16669 -0.36927
C 1.11670 -5.40955 4.28450
C 0.20580 3.20539 5.26576
C -2.27550 -0.28620 -1.94746
C -0.09224 -2.23679 2.61894
C 1.24320 -0.77994 4.14745
C 5.07970 -3.13409 -3.28619
C -0.92162 -2.43836 1.52381
C 3.01221 -2.65912 -2.18245
C 4.35940 0.61411 -1.60978
C -0.64127 4.69742 0.36267
C 0.42894 3.97847 6.39230
C 4.00720 1.92461 -1.34070
C -0.05276 4.52607 1.57105
C 1.41489 0.56242 4.25361
C -3.48398 4.45540 -2.23028
C -1.86019 6.37899 -3.37067
C -4.04982 5.52192 -2.90808
C -2.09641 4.33241 -2.11556
C 0.95142 -4.40705 3.33871
C 2.99140 -2.86193 -4.56290
C -0.84864 3.39452 -0.19506
C 0.07798 -3.35499 3.59057
C -2.47932 -1.61558 -1.55068
C 4.39373 -2.91100 -2.13031
C -2.82139 0.29504 -3.13426
C 2.29950 -0.12920 -0.92675
C 2.71479 2.11977 -0.87443
C -3.23743 6.48645 -3.48764
C 0.12317 3.11760 1.76082
C 0.50061 -1.01544 2.94831
C -1.87368 1.88571 -1.85941
C -2.30101 -3.49037 0.10325
C 2.10178 5.21585 5.20185
C -2.57601 1.62969 -3.07988
C 1.87948 4.44242 4.07199
C -1.54147 3.15953 -1.38417
C -5.56783 -2.84945 -3.32175
C 0.40567 -5.37483 5.47470
C 1.38353 4.98540 6.36481
C -3.75812 -4.32783 -3.86519
C 2.31453 -2.63983 -3.39973
C -1.63996 -3.65682 1.26948
C -2.90663 -3.58711 -3.05786
C 0.79069 1.16496 3.11278
C -5.08731 -3.95842 -4.00373
C 4.39096 -3.11588 -4.52741
C -1.29200 5.31328 -2.68826
H 2.47077 -2.87552 -5.51223
H 1.80346 -6.22412 4.09279
H -2.94009 -4.19577 -0.40023
H -0.93148 5.62379 -0.10259
H -3.38695 -5.20126 -4.38611
H 0.22314 5.28427 2.28329
H 1.90761 1.09803 5.04624
H 1.24552 -2.46857 -3.38915
H -5.75183 -4.53463 -4.63382
H 1.50155 -4.41558 2.40609
H -0.21390 5.22699 -2.62337
H 0.53903 -6.15518 6.21240
H 5.33991 0.35427 -1.99762
H -1.87179 -3.88427 -2.93126
H -5.09548 -1.24690 -1.97781
H -2.85579 2.37617 -3.80223
H 2.34639 3.11543 -0.64652
H -3.32986 -0.24231 -3.91583
H -6.60945 -2.56788 -3.40677
H 1.56888 5.58259 7.24763
H -3.67694 7.31548 -4.02594
H -0.13848 3.78805 7.29401
H -0.54659 2.42767 5.28194
H 2.47169 4.60825 3.18016
H -4.11473 3.70739 -1.76728
H -1.61652 -4.52627 1.90512
H 4.69433 2.74258 -1.49015
H 6.02188 -3.60680 -5.65510
H -1.22215 7.12794 -3.82188
H 4.54631 -3.42693 -6.53521
H -5.12696 5.59348 -2.98624
H -1.05231 -4.31186 6.63897
H -1.34579 -2.52165 4.96018
H 4.88316 -2.93282 -1.16551
H 2.84947 5.99817 5.18031
H 6.13974 -3.35286 -3.26259
H 1.58029 -1.54408 4.82689
*
```

natural (NBO) population analysis, charges in e, atoms 1 to 99: atom 1 (Os): 1.46, atom 2 (S): 2.33, atom 3 (O): -0.98, atom 4 (O): -0.96, atom 5 (N): -0.57, atom 6 (N): -0.55, atom 7 (N): -0.57, atom 8 (N): -0.51, atom 9 (N): -0.78, atom 10 (N): -0.55, atom 11 (N): -0.94, atom 12 (N): -0.55, atom 13 (C): -0.21, atom 14 (C): -0.10, atom 15 (C): -0.01, atom 16 (C): -0.20, atom 17 (C): -0.21, atom 18 (C): -0.11, atom 19 (C): 0.26, atom 20 (C): -0.21, atom 21 (C): -0.19, atom 22 (C): 0.23, atom 23 (C): 0.01, atom 24 (C): -0.19, atom 25 (C): -0.30, atom 26 (C): 0.25, atom 27 (C): -0.38, atom 28 (C): 0.13, atom 29 (C): -0.23, atom 30 (C): -0.20, atom 31 (C): -0.36, atom 32 (C): -0.16, atom 33 (C): -0.20, atom 34 (C): -0.16, atom 35 (C): -0.19, atom 36 (C): -0.22, atom 37 (C): -0.09, atom 38 (C): -0.15, atom 39 (C): -0.32, atom 40 (C): 0.22, atom 41 (C): -0.12, atom 42 (C): -0.01, atom 43 (C): -0.13, atom 44 (C): -0.19, atom 45 (C): 0.56, atom 46 (C): 0.10, atom 47 (C): -0.20, atom 48 (C): 0.21, atom 49 (C): 0.25, atom 50 (C): 0.24, atom 51 (C): -0.19, atom 52 (C): -0.22, atom 53 (C): -0.22, atom 54 (C): -0.15, atom 55 (C): -0.02, atom 56 (C): -0.20, atom 57 (C): -0.20, atom 58 (C): -0.19, atom 59 (C): -0.20, atom 60 (C): -0.11, atom 61 (C): -0.18, atom 62 (C): -0.16, atom 63 (C): 0.24, atom 64 (C): -0.20, atom 65 (C): 0.21, atom 66 (C): -0.22, atom 67 (H): 0.21, atom 68 (H): 0.23, atom 69 (H): 0.25, atom 70 (H): 0.25, atom 71 (H): 0.23, atom 72 (H): 0.24, atom 73 (H): 0.25, atom 74 (H): 0.21, atom 75 (H): 0.23, atom 76 (H): 0.24, atom 77 (H): 0.22, atom 78 (H): 0.22, atom 79 (H): 0.20, atom 80 (H): 0.23, atom 81 (H): 0.22, atom 82 (H): 0.25, atom 83 (H): 0.19, atom 84 (H): 0.25, atom 85 (H): 0.22, atom 86 (H): 0.23, atom 87 (H): 0.23, atom 88 (H): 0.23, atom 89 (H): 0.22, atom 90 (H): 0.21, atom 91 (H): 0.21, atom 92 (H): 0.25, atom 93 (H): 0.23, atom 94 (H): 0.39, atom 95 (H): 0.22, atom 96 (H): 0.39, atom 97 (H): 0.23, atom 98 (H): 0.22, atom 99 (H): 0.22

---

[3]
Molecular formula: C23H34ClFeN6O2S
Method: DFT, wB97M-V/def2-TZVPD

Highest occupied orbital energy (alpha / beta)   -13.02 / -13.02 eV

```
! wB97M-V def2-TZVPD RIJCOSX def2/J DEFGRID3
* xyz 2 2
Fe -0.35050 -0.02370 0.32268
Cl -5.88468 3.87556 3.63903
S -2.34389 -3.84918 6.13977
O -2.62967 -0.25659 0.22985
O -1.08911 1.07787 1.98337
N -1.03232 -0.85894 -1.85444
N -0.52100 -1.96686 1.53548
N 1.66334 -0.22717 -1.14785
N -3.33927 -5.26171 4.18140
N 1.41077 1.24140 1.25766
N -0.44404 1.78194 -1.14067
C -1.51616 -2.79740 1.21729
C -2.51575 -4.27596 4.55771
C -0.50440 3.09553 -0.48817
C 2.80578 0.54731 -0.65400
C -1.18916 0.21675 -2.83160
C -1.51544 1.50092 -2.09694
C -0.44865 -2.12639 -2.34744
C -0.73894 -2.67701 3.80965
C -3.24511 3.33033 3.73938
C -0.14095 -1.92837 2.82090
C -3.44482 1.33926 1.78267
C -2.15862 1.65296 2.34385
C 1.05934 -2.11897 -2.55489
C 1.23348 2.70295 1.35940
C -1.79719 -3.52157 3.48569
C 0.85249 3.45228 0.09441
C -4.58124 2.01670 2.20057
C 1.86645 -1.67442 -1.34433
C -2.17348 -3.58363 2.14358
C 2.72410 0.73382 0.84370
C -4.49297 3.02115 3.15584
C -3.56117 0.32400 0.77534
C -2.11920 2.66232 3.35919
H 0.83212 4.51006 0.36182
H 0.43036 1.76639 -1.65274
H -2.99027 -4.20629 1.80699
H -1.64362 2.31693 -2.81469
H -1.98631 0.00531 -3.54965
H -3.19371 4.10562 4.49282
H -0.39998 -2.60471 4.83287
H -0.26499 0.32828 -3.40482
H -2.45016 1.38536 -1.54866
H -1.95782 -1.06869 -1.49562
H 1.62442 3.33965 -0.67302
H -5.54147 1.77435 1.75917
H -1.27402 3.08278 0.28585
H -3.38893 -5.60898 3.23991
H 3.75585 0.06639 -0.90344
H 0.68224 -1.26723 3.06308
H 1.43498 0.13475 -2.06396
H 1.32163 -1.49215 -3.41409
H 2.92129 -1.90233 -1.52598
H 2.14781 3.15546 1.75566
H -0.67312 -2.89168 -1.60261
H 1.35054 -3.13711 -2.81579
H -1.80230 -2.83416 0.17381
H -1.16573 2.88392 3.82160
H 2.87206 -0.23747 1.32001
H 2.80450 1.52672 -1.13482
H 3.52853 1.40066 1.16704
H 1.55539 -2.21242 -0.44442
H -3.86211 -5.75146 4.88882
H 0.43866 2.86814 2.08353
H 1.22347 0.88212 2.18679
H -4.58450 0.06107 0.47140
H -0.92327 -2.42301 -3.28870
H -0.77675 3.86706 -1.21604
*
```

List of natural (NBO) charges in e, atom by atom: atom 1 (Fe): 1.43, atom 2 (Cl): 0.08, atom 3 (S): -0.03, atom 4 (O): -0.67, atom 5 (O): -0.69, atom 6 (N): -0.65, atom 7 (N): -0.54, atom 8 (N): -0.64, atom 9 (N): -0.74, atom 10 (N): -0.56, atom 11 (N): -0.58, atom 12 (C): 0.07, atom 13 (C): 0.05, atom 14 (C): -0.22, atom 15 (C): -0.24, atom 16 (C): -0.23, atom 17 (C): -0.23, atom 18 (C): -0.22, atom 19 (C): -0.18, atom 20 (C): -0.11, atom 21 (C): 0.05, atom 22 (C): -0.25, atom 23 (C): 0.39, atom 24 (C): -0.43, atom 25 (C): -0.23, atom 26 (C): -0.01, atom 27 (C): -0.42, atom 28 (C): -0.15, atom 29 (C): -0.23, atom 30 (C): -0.23, atom 31 (C): -0.24, atom 32 (C): -0.10, atom 33 (C): 0.45, atom 34 (C): -0.29, atom 35 (H): 0.26, atom 36 (H): 0.37, atom 37 (H): 0.23, atom 38 (H): 0.22, atom 39 (H): 0.23, atom 40 (H): 0.25, atom 41 (H): 0.28, atom 42 (H): 0.20, atom 43 (H): 0.22, atom 44 (H): 0.42, atom 45 (H): 0.20, atom 46 (H): 0.24, atom 47 (H): 0.22, atom 48 (H): 0.39, atom 49 (H): 0.23, atom 50 (H): 0.19, atom 51 (H): 0.38, atom 52 (H): 0.21, atom 53 (H): 0.22, atom 54 (H): 0.22, atom 55 (H): 0.20, atom 56 (H): 0.26, atom 57 (H): 0.20, atom 58 (H): 0.23, atom 59 (H): 0.22, atom 60 (H): 0.21, atom 61 (H): 0.23, atom 62 (H): 0.20, atom 63 (H): 0.43, atom 64 (H): 0.23, atom 65 (H): 0.41, atom 66 (H): 0.17, atom 67 (H): 0.22, atom 68 (H): 0.22